[1]
10
Properties=species:S:1:pos:R:3:mulliken_charge:R:1 method="wB97M-V/def2-TZVPD" orbital_gap_ev=9.113 e_tot_ev=-6279.653 homo_energy_ev=-9.1 de_lowest_kcal_mol=65.1
C 0.655 -0.192 1.650 -0.7946
C -0.597 -1.612 0.086 -0.3965
C 0.761 0.945 1.009 0.2469
C 0.035 0.684 -0.826 -0.8510
C -0.014 -0.436 0.186 0.7154
C 0.481 1.715 -0.128 -0.3290
H -1.350 -1.941 -0.669 0.2394
H -0.459 -2.522 0.801 0.2660
H 0.840 2.621 -0.304 0.5142
H -0.352 0.737 -1.805 0.3893

[2]
37
Properties=species:S:1:pos:R:3:mulliken_charge:R:1 method="wB97M-V/def2-TZVPD" smiles="CCOC(=O)c1ccc(NC(=S)NCc2ccco2)cc1" orbital_gap_ev=8.476 e_tot_ev=-35772.813 homo_energy_ev=-8.3 de_lowest_kcal_mol=31.7
S -3.933 -2.917 -0.270 -0.4415
O 4.214 0.185 -0.761 -0.3476
O 4.601 -0.662 1.286 -0.6270
O -5.330 0.598 0.468 -0.2879
N -2.610 -0.689 -0.835 -0.1305
N -1.479 -2.354 0.340 -0.0930
C -0.181 -1.863 0.297 0.4268
C 1.629 -0.705 -0.792 -0.5475
C -4.776 2.693 0.956 -0.3779
C 3.858 -0.473 0.353 0.5718
C -4.339 0.961 -0.369 0.6167
C 5.644 2.049 -0.111 -1.1068
C -2.621 -1.916 -0.270 0.1678
C 0.664 -2.138 1.377 -0.5623
C 1.963 -1.682 1.380 -0.8190
C -3.810 -0.048 -1.337 -1.3244
C 2.458 -0.949 0.301 0.1613
C -5.590 1.646 1.261 -0.4377
C 0.326 -1.157 -0.798 -0.4043
C -3.955 2.245 -0.106 -0.4460
C 5.545 0.698 -0.807 -0.2499
H 4.940 2.752 -0.550 0.2935
H 5.779 0.784 -1.870 0.3063
H 6.652 2.440 -0.218 0.3828
H 2.018 -0.168 -1.642 0.4611
H 0.285 -2.709 2.211 0.3752
H -4.556 -0.830 -1.494 0.4218
H -3.570 0.436 -2.289 0.3489
H -1.623 -3.183 0.903 0.2488
H -3.193 2.805 -0.611 0.4638
H -4.759 3.656 1.423 0.4120
H 2.619 -1.880 2.213 0.4532
H 5.420 1.937 0.947 0.3134
H -0.285 -1.006 -1.675 0.5824
H -6.367 1.530 1.990 0.4581
H -1.860 -0.065 -0.569 0.4179
H 6.219 -0.021 -0.332 0.3196

[3]
31
Properties=species:S:1:pos:R:3:mulliken_charge:R:1 method="wB97M-V/def2-TZVPD" orbital_gap_ev=7.762 e_tot_ev=-60520.633 homo_energy_ev=-13.4 charge=+1 de_lowest_kcal_mol=0.0
S -2.343 -1.006 -0.737 0.8928
S -0.336 -0.998 -2.387 0.8813
F 1.556 -2.532 -1.293 -0.2147
F -2.042 -2.359 1.527 -0.2091
F -0.919 -3.235 -0.148 -0.2076
F 2.117 -0.443 -1.590 -0.2006
F -3.015 -3.471 -0.064 -0.2228
F 2.105 -1.826 -3.228 -0.1988
O -1.621 1.341 2.183 -0.4146
O 2.260 1.167 1.341 -0.4696
O -3.172 -1.414 -1.820 -0.5341
O 0.170 -0.770 2.347 -0.4210
O -3.047 -0.168 0.203 -0.6149
O 1.445 2.098 -1.418 -0.4639
O -0.373 0.059 -3.356 -0.6272
O -0.867 -2.239 -2.847 -0.5130
O 0.794 3.455 1.012 -0.5189
N -0.746 -0.397 -0.990 -0.2030
C 1.459 -1.495 -2.125 0.6257
C -2.032 -2.631 0.231 0.7187
Be -0.073 1.157 0.485 1.0708
H 1.144 3.600 1.897 0.3104
H 3.086 0.882 0.931 0.2947
H -1.402 1.693 3.052 0.2788
H 1.308 4.040 0.445 0.3059
H 2.528 1.654 2.126 0.2748
H 0.041 -0.833 3.299 0.2538
H 0.867 -1.407 2.152 0.2766
H 2.251 2.480 -1.059 0.2950
H -2.583 1.243 2.178 0.2894
H 1.440 2.355 -2.349 0.2654

[4]
28
Properties=species:S:1:pos:R:3:mulliken_charge:R:1 method="wB97M-V/def2-TZVPD" orbital_gap_ev=9.486 e_tot_ev=-16191.498 homo_energy_ev=-8.9 de_lowest_kcal_mol=175.1
O -1.259 1.044 3.352 -0.5071
O 0.873 1.386 2.509 -0.7503
N -0.234 0.779 2.310 0.8279
C -0.557 -0.094 1.449 0.4328
C -0.630 1.932 -1.002 -1.4227
C 0.578 -0.496 0.623 0.1523
C 0.779 -0.161 -0.606 0.8856
C -1.209 -0.601 -3.572 -0.9429
C 1.663 -1.134 1.502 -1.5415
C -1.914 -0.668 1.361 -1.4054
C 2.094 -0.541 -1.334 -1.8619
C -0.708 -0.053 -2.484 0.0731
C -0.236 0.524 -1.434 0.6200
H -2.472 -0.039 0.758 0.3429
H 2.578 -1.658 0.902 0.3195
H -2.138 -1.198 -3.448 0.2455
H -0.812 1.819 3.782 0.3642
H -2.520 -1.003 2.248 0.3802
H 2.327 0.099 -2.273 0.3140
H 1.887 -0.339 2.205 0.3866
H 2.166 -1.517 -1.755 0.3947
H -1.770 -1.619 0.798 0.3745
H 1.192 -1.839 2.190 0.3891
H -0.553 -0.799 -4.502 0.2273
H 2.943 -0.475 -0.727 0.5683
H -0.486 2.205 0.007 0.2930
H 0.053 2.409 -1.645 0.4111
H -1.635 2.035 -1.213 0.4293

[5]
44
Properties=species:S:1:pos:R:3:mulliken_charge:R:1 method="wB97M-V/def2-TZVPD" orbital_gap_ev=6.585 e_tot_ev=-96896.909 homo_energy_ev=-7.8 de_lowest_kcal_mol=0.0
Ba -8.367 -13.432 -7.244 1.8032
Cl -2.070 -12.669 -9.836 -0.1795
Cl -1.793 -9.527 -10.353 -0.1816
Cl -4.836 -13.859 -8.818 -0.2007
Cl -6.874 -9.012 -8.282 -0.1994
Cl -4.085 -7.652 -9.362 -0.1718
O -6.606 -11.924 -7.915 -0.8079
O -9.430 -21.080 -6.275 -0.6978
O -8.502 -20.614 -4.226 -0.7214
N -8.502 -16.265 -6.691 -0.3304
N -7.152 -14.454 -4.960 -0.3143
N -10.279 -15.355 -8.581 -0.0602
C -5.562 -11.324 -8.427 -0.6370
C -6.427 -13.589 -4.171 -0.2522
C -5.458 -9.959 -8.656 0.4459
C -11.140 -14.868 -9.488 -0.2094
C -5.844 -16.273 -4.185 -0.6710
C -10.230 -16.692 -8.360 0.2636
C -4.278 -9.372 -9.225 0.0843
C -3.234 -10.218 -9.600 0.2630
C -5.482 -14.059 -3.265 -0.6531
C -11.996 -17.039 -9.902 -0.3539
C -7.990 -17.977 -5.030 -0.9664
C -7.901 -16.691 -5.560 0.8479
C -9.383 -17.129 -7.252 0.8250
C -9.511 -18.435 -6.828 -0.6619
C -5.246 -15.387 -3.287 -0.3039
C -12.052 -15.678 -10.110 -0.6158
C -3.337 -11.598 -9.410 0.1653
C -11.004 -17.578 -9.115 -0.5655
C -4.495 -12.162 -8.857 0.4572
C -8.980 -20.368 -5.367 0.4234
C -8.803 -18.860 -5.718 -0.3482
C -6.937 -15.764 -4.891 0.2901
H -12.793 -15.208 -10.759 0.3510
H -10.172 -19.170 -7.299 0.3020
H -12.781 -17.702 -10.307 0.3842
H -4.974 -13.369 -2.628 0.4267
H -6.680 -12.513 -4.215 0.3471
H -4.415 -15.729 -2.703 0.4053
H -10.930 -18.649 -8.917 0.4129
H -11.122 -13.800 -9.667 0.3657
H -5.515 -17.321 -4.301 0.4954
H -7.543 -18.356 -4.134 0.7441

[6]
19
Properties=species:S:1:pos:R:3:mulliken_charge:R:1 method="wB97M-V/def2-TZVPD" orbital_gap_ev=6.622 e_tot_ev=-9245.175 homo_energy_ev=-17.6 charge=+2 de_lowest_kcal_mol=111.9
N -1.580 0.926 1.053 0.1790
N -1.826 1.752 1.933 -0.1004
N -0.138 -0.712 -1.371 0.2803
N -0.727 -1.862 -1.590 -0.7275
C 0.646 -0.260 -0.444 1.0063
C 1.202 1.109 -0.612 -1.4387
C 1.305 -1.123 0.584 -1.2161
H -1.062 2.324 2.308 0.3181
H -0.669 -2.579 -0.945 0.2427
H -0.654 -2.206 -2.547 0.2781
H 2.347 -1.232 0.308 0.3725
H 1.277 1.518 0.402 0.3401
H -0.274 0.110 -2.072 0.3181
H 0.542 1.758 -1.284 0.3963
H 1.501 -0.575 1.477 0.3616
H 2.170 1.000 -0.965 0.4197
H -2.691 1.876 2.375 0.2898
H 0.913 -2.107 0.660 0.3853
H -2.283 0.284 0.731 0.2945